Record 1
A molecular structure, C35H46AuBFN9O3. Source: the OMol25 dataset; level of theory: ωB97M-V with the def2-TZVPD basis set.

Structure (XYZ):
```
96
Properties=species:S:1:pos:R:3:forces:R:3
H 4.644758 6.219502 -1.896133 -0.0240 0.0030 0.0008
H 2.345660 -1.266762 0.088861 -0.0090 0.0053 0.0285
H 6.594661 5.641223 -3.402854 -0.0063 0.0043 -0.0090
H -3.342487 -1.334412 3.625686 -0.0253 -0.0183 -0.0299
H -4.080083 -3.552135 5.597172 0.0062 -0.0085 -0.0161
H -2.877789 0.450009 -0.616100 0.0037 -0.0590 0.0560
H 2.733850 5.908589 1.657032 0.0090 -0.0037 0.0021
H -4.208130 -1.816005 5.850851 -0.0018 -0.0050 0.0042
N -2.896244 -3.557708 -1.490272 0.0498 0.1204 0.1204
H -5.247091 -2.600801 4.664283 0.0059 0.0088 -0.0066
H -4.100753 -5.992870 1.205502 -0.0066 -0.0035 0.0148
C 2.221036 3.383436 -0.903506 0.0104 -0.0508 0.0240
C -3.479424 -1.665732 -2.341453 0.0079 -0.1019 0.1826
H 2.452600 4.397932 -0.617351 0.0044 0.0045 -0.0105
H 0.963797 4.176889 3.521862 0.0050 -0.0013 0.0007
H 1.460491 -0.287382 -1.816249 -0.0166 0.0190 -0.0117
H 0.639289 5.914860 3.088613 -0.0029 -0.0045 0.0110
H -5.381024 -0.048450 -1.051199 0.0000 -0.0225 -0.0041
C -1.703260 0.691717 2.225692 -0.0297 0.0314 0.0468
C 1.345412 -4.972594 -0.194451 -0.0126 -0.0269 0.0303
C -1.779154 -2.360044 4.660216 0.0092 0.0402 -0.0040
H 5.161053 4.656588 -5.141434 -0.0020 -0.0268 -0.0179
F 3.047840 0.901477 -3.401823 -0.0003 -0.0012 0.0064
N 5.799411 5.036689 -3.194732 -0.0211 -0.0022 0.0134
H 2.998926 5.032231 -4.179907 0.0089 -0.0021 -0.0024
C 2.822077 2.827389 -2.020924 0.0095 -0.0352 -0.0018
C -0.560406 1.223147 1.399360 0.0831 0.0466 0.0218
H 2.991635 4.149601 2.088585 0.0031 0.0029 0.0041
H 1.049929 -1.473326 2.355034 0.0171 0.0005 -0.0163
H -5.904635 -0.573316 -2.651777 0.0066 0.0067 -0.0201
C 2.149738 -3.049949 1.305897 -0.0044 -0.0068 -0.0026
C -3.739234 -5.081328 1.650825 -0.0704 0.0720 -0.0890
H 4.582365 6.714803 -3.599611 -0.0204 0.0023 0.0031
C -3.546954 -3.846607 -2.634446 -0.0662 -0.0961 -0.0261
H 6.031888 4.508662 -2.351855 0.0018 -0.0038 -0.0045
H -3.691455 -4.870523 -2.937103 -0.0082 0.0051 -0.0296
H 0.987337 -3.055825 3.146196 0.0026 -0.0105 0.0044
H 2.456854 -2.087718 3.204925 -0.0026 0.0063 -0.0070
C 1.332578 2.645494 -0.111623 -0.0197 0.0437 -0.0092
C -5.222989 0.091686 -2.122942 0.0050 0.0106 0.0531
H -1.691501 -1.579878 5.416288 -0.0122 -0.0149 0.0192
H 5.109982 2.169923 -3.381462 -0.0135 -0.0141 -0.0048
C 1.676776 0.735107 -1.537693 -0.0048 0.0027 -0.0053
H 2.520697 5.325274 -2.525535 0.0023 -0.0087 0.0098
N -0.800908 -4.480666 -0.327330 -0.0558 0.2389 0.0921
H 2.283336 -5.494859 -0.269637 0.0044 0.0109 -0.0163
H -0.171621 -6.249303 -1.241451 0.0114 0.0099 -0.0179
C 3.340874 4.969700 -3.140907 -0.0362 0.0157 -0.0129
N -2.911136 -4.294544 0.963567 0.0592 -0.0672 0.0418
H -1.792798 0.581201 -2.019671 0.0579 -0.0411 0.0540
C 2.293176 4.961583 1.936013 -0.0166 0.0051 -0.0112
H 2.831722 -3.839337 1.632864 -0.0054 -0.0024 -0.0044
C -0.213773 2.529433 1.661690 -0.0166 -0.0091 -0.0279
N 3.700046 3.599660 -2.801932 -0.0151 0.0437 0.0064
N -2.849433 -2.212301 -1.303806 0.0862 0.1429 0.0795
H 3.791158 -1.670571 1.023795 -0.0016 -0.0134 0.0081
C -4.002125 -4.506656 2.879234 -0.0317 0.0330 -0.0539
H 6.497486 3.627805 -4.615369 -0.0069 -0.0154 0.0010
C -3.762460 -0.196767 -2.484607 0.0528 0.0060 -0.0317
O -0.024606 -0.686050 0.064794 0.0470 -0.1130 0.0589
H -4.488462 -2.537741 -4.130759 0.0045 -0.0086 -0.0073
C 4.563217 3.001862 -3.821700 0.0232 -0.0250 0.0061
C -3.177123 -2.328820 4.037293 0.0185 -0.0075 -0.0076
C 2.517812 1.477236 -2.307790 0.0040 0.0433 -0.0394
O -2.297427 -0.410065 1.839022 -0.0388 -0.3513 -0.3084
C 1.057631 1.308515 -0.419150 0.0007 0.0227 0.0159
N 0.700874 3.223845 0.983099 0.0263 -0.0164 0.0402
C 2.967012 -2.087060 0.442673 0.0076 0.0082 -0.0331
C 4.562901 5.864164 -2.921129 0.0677 -0.0166 -0.0183
H -2.658724 -5.655793 -0.805098 0.0656 -0.0438 0.0426
O -2.101664 1.339640 3.163895 0.0063 0.0006 -0.0399
H -5.484663 1.120538 -2.373812 -0.0008 0.0048 0.0081
C 0.117872 -5.372699 -0.686521 -0.0377 -0.0015 -0.0038
B -2.352852 -4.549375 -0.475403 -0.1446 0.0841 -0.0931
C -2.824775 0.690455 -1.678501 0.0587 0.0682 0.0129
C 5.549799 4.066799 -4.313789 0.0295 0.0516 0.0327
N -0.199733 -3.505568 0.397054 -0.1167 -0.0296 -0.2620
C 1.061982 4.966983 2.790798 -0.0097 0.0163 -0.0207
C 1.620203 -2.380586 2.570120 -0.0182 0.0265 0.0245
C 0.959467 4.609685 1.342300 0.0047 -0.0174 0.0083
H -3.622449 0.044210 -3.543224 -0.0458 -0.0144 -0.0041
H -1.001121 -2.186336 3.914887 0.0151 0.0098 -0.0042
H -1.588147 -3.324249 5.135648 0.0146 -0.0014 -0.0143
C -3.276648 -3.318642 2.911320 0.0439 -0.0050 0.1671
H -0.721620 3.041003 2.468356 -0.0009 0.0014 -0.0014
C 1.112215 -3.790711 0.503068 0.0082 0.0133 0.0927
C -4.244957 -2.597832 5.093105 0.0071 0.0158 0.0336
C -3.937868 -2.667691 -3.214809 0.0113 -0.0957 -0.0670
H -3.114043 1.737158 -1.793669 0.0124 -0.0058 -0.0233
H -4.646076 -4.886565 3.651073 0.0058 -0.0026 0.0047
Au -1.316114 -1.926307 0.981784 0.1530 0.2147 0.2424
H 4.019399 2.623519 -4.690333 -0.0118 0.0120 0.0009
H 3.385059 -2.594911 -0.427137 0.0077 -0.0085 0.0106
H 0.480320 5.312623 0.672355 0.0052 0.0045 0.0023
N -2.617162 -3.220476 1.742375 -0.0088 -0.0993 -0.1924
C 0.118901 0.546000 0.374905 -0.1716 0.0001 -0.1003
```
Positions in Å, forces in eV/Å.

Results
charge: +2
DFT total energy: -63669.0981 eV
largest force on an atom: 0.5 eV/Å
HOMO energy: -12.40 eV
LUMO energy: -5.38 eV

---

Record 2
A molecular structure, C8H16CeO4 at a distorted geometry. Source: the OMol25 dataset; level of theory: ωB97M-V with the def2-TZVPD basis set.

Structure (XYZ):
```
29
Properties=species:S:1:pos:R:3:forces:R:3
C 2.693459 1.012078 1.144871 2.4527 -0.3817 -0.2202
O 1.442034 1.170416 1.728847 4.2525 1.9312 3.8718
C -2.900797 0.150188 0.206083 -1.0298 -0.6876 -0.0209
H 3.519914 0.808765 -0.888017 -0.2424 0.2013 0.2165
H 1.507910 -1.932124 0.880961 0.1062 -0.2744 -0.0585
C -2.266725 -1.051128 -0.447763 -0.6429 -0.2718 -0.5044
H 1.652073 -3.209174 -0.367559 -0.0728 0.2665 0.1616
H -2.880417 -1.944824 -0.279278 0.1132 0.1996 -0.0537
H 1.530868 -1.310783 -2.194181 0.1477 0.0399 0.2635
H -0.762634 -2.998890 -0.937426 0.1118 0.1214 0.2792
H -3.047332 2.425530 1.466397 0.1608 0.0535 -0.2219
C 1.880609 -1.122254 -1.172288 -0.5413 -2.2257 0.6322
C -0.259450 -2.350940 -0.218517 -0.2209 -1.0043 -0.9574
C -2.467310 2.484655 0.535525 -0.9084 1.0595 0.1482
H 3.407446 1.797180 1.459569 -0.3918 -0.2948 0.0105
C 1.193649 -2.241922 -0.129736 1.1927 1.5906 -0.9558
O -0.972697 -1.228794 0.149610 -1.1480 -2.5241 -0.2947
H 2.290501 2.091318 -0.690826 0.1546 -0.1747 -0.0817
H -3.205184 -0.063837 1.241325 0.0404 0.1055 -0.1945
H -2.128438 -0.891971 -1.525551 -0.0442 -0.0866 0.1923
H 2.967253 -1.249362 -1.107999 -0.2725 0.0528 -0.0485
H 3.151322 0.040232 1.423989 -0.2599 0.4199 0.0666
C 2.587885 1.081608 -0.375262 0.5726 0.7396 -0.0384
H -3.782348 0.458979 -0.371795 0.1888 -0.0718 0.1692
O -1.932513 1.201343 0.213182 -5.2437 1.7908 -1.3925
H -3.105789 2.831845 -0.287146 0.2176 -0.0108 0.2464
O 1.522736 0.209531 -0.816167 1.2460 -0.5648 -1.7424
Ce -0.013780 0.664127 0.695537 0.1834 -0.0112 0.5576
H -1.622242 3.168222 0.663624 -0.1227 0.0123 -0.0301
```
Positions in Å, forces in eV/Å.

Results
expectation value of S²: 2.005
charge: +2
DFT total energy: -29654.2857 eV
largest force on an atom: 6.1 eV/Å
HOMO energy (spin up / spin down): -15.27 / -17.31 eV
LUMO energy (spin up / spin down): -6.78 / -7.08 eV
spin multiplicity: 3

---

Record 3
A molecular structure, C24H21ClN7O7SV at a distorted geometry. Source: the OMol25 dataset; level of theory: ωB97M-V with the def2-TZVPD basis set.

Structure (XYZ):
```
62
Properties=species:S:1:pos:R:3:forces:R:3
H -1.327411 -0.629267 -4.654956 0.0096 -0.0163 0.0030
C -2.595514 -0.041275 4.160170 0.0022 0.0214 -0.0218
C -0.968908 0.250875 -0.987227 -0.4190 0.4288 -0.1941
C 1.380009 -0.952993 -3.492096 0.0907 -0.1305 0.0161
H 4.118147 3.391463 1.000351 -0.0020 0.0044 0.0119
H 2.016581 -2.700264 -4.366684 -0.0238 0.0280 0.0261
H -1.038365 -1.185023 3.230599 -0.0079 0.0074 -0.0200
H 0.312798 0.787568 -3.209576 0.0258 -0.2105 -0.0488
C -1.506728 -0.212831 3.323099 0.0294 -0.0301 0.0089
O -0.843215 1.285402 -1.581108 0.0544 -0.2975 0.1221
C 0.443634 -1.643781 -5.490445 -0.0137 0.0140 -0.0246
H 2.359477 3.523146 1.267817 -0.0021 -0.0015 -0.0121
H -0.216286 -2.488082 -5.671291 -0.0039 0.0143 -0.0043
O 0.621998 -0.547760 1.522941 -0.3162 0.3457 0.4963
C 0.146884 0.708206 1.745003 0.1007 -0.0966 0.1040
H -5.344634 -1.390291 1.589965 0.0020 0.0088 -0.0162
C -2.190654 -0.243514 -0.328589 -0.0164 -0.0317 -0.0654
C -0.306926 -0.402593 -4.962708 -0.0032 0.0143 -0.0516
C -3.179224 1.213740 4.286052 0.0018 -0.0065 -0.0010
O -4.295098 -3.460952 2.310886 -0.1731 -0.0592 0.0343
C 2.972301 1.703663 0.372466 0.0320 -0.0919 0.1119
N 1.362804 -1.933602 -4.379974 -0.0330 -0.0222 0.0257
C -2.223447 -1.506776 0.248006 0.0295 -0.0035 0.0175
N -5.566809 1.075874 0.557249 -0.0433 -0.1379 -0.1983
C 6.370655 0.170922 -0.165500 -0.0316 0.0200 0.0069
O 0.097520 -0.611375 -0.882959 -0.4758 -0.1113 -0.5725
Cl 1.842807 -2.929199 0.496861 -0.1366 0.4062 -0.0089
C 4.645673 -1.470287 0.042559 -0.0144 -0.0551 0.0314
H -3.126121 3.279844 3.698929 -0.0122 0.0066 0.0000
H -4.030764 1.344617 4.940257 -0.0086 0.0085 0.0034
C -1.578641 2.146981 2.756897 -0.0095 -0.0234 -0.0364
H -1.171891 2.988468 2.212738 -0.0019 0.0161 -0.0097
H 4.317872 -2.500078 0.072115 0.0128 0.0271 -0.0038
C -4.403745 0.167295 0.433863 0.0754 -0.0825 0.0589
N 3.705327 -0.537906 0.151463 0.0746 0.0552 0.1855
H 7.408379 0.447415 -0.292206 0.0016 0.0083 -0.0019
C -3.358563 -1.889109 0.927322 0.0152 -0.0168 -0.0460
C -3.292265 0.608858 -0.249254 0.0721 -0.0367 0.0456
O -5.479304 2.145728 0.003053 0.0683 0.2143 -0.0183
C -0.999633 0.881693 2.617857 0.0069 -0.0459 0.0807
H 1.009610 -1.432776 -6.396853 -0.0045 0.0076 0.0059
V 1.545219 -0.848167 0.021230 1.0236 -0.8810 -0.1185
H 5.645293 2.204358 -0.075595 0.0108 0.0114 -0.0056
C -4.469036 -1.078263 1.037232 -0.0087 0.0891 0.0417
C 4.078413 0.768958 0.116498 -0.0709 0.0563 -0.1170
C 5.386140 1.156282 -0.048148 0.0107 -0.0379 -0.0049
N -3.337510 -3.189691 1.633094 0.0557 0.1177 0.0582
H -3.276059 1.597075 -0.686888 -0.0074 0.0042 -0.0049
H -1.385148 -2.186140 0.203550 -0.0265 -0.0010 0.0197
C -2.671736 2.305408 3.587104 0.0077 -0.0054 -0.0045
H 3.022424 3.673270 -0.357773 0.0127 -0.0116 -0.0135
N 0.499860 -0.024692 -3.791352 -0.0355 0.2269 0.1079
O -2.333724 -3.858284 1.508586 0.0917 -0.1001 -0.0520
N 1.844423 1.086311 0.495599 -0.0630 0.1294 -0.1347
N 0.785206 1.667862 1.161033 0.1169 0.0134 -0.0206
O -6.513170 0.664775 1.180450 -0.1094 -0.0392 0.1805
C 3.135203 3.156550 0.600839 0.0274 0.0018 0.0351
H 6.721117 -1.948418 -0.169346 -0.0059 -0.0108 0.0009
S 2.553102 -0.935584 -2.204226 0.0241 0.3024 -0.0002
H -2.984986 -0.881284 4.719446 -0.0024 -0.0013 -0.0001
H -0.328302 0.408734 -5.685368 -0.0130 -0.0058 0.0008
C 5.994912 -1.151075 -0.103027 0.0089 -0.0077 -0.0085
```
Positions in Å, forces in eV/Å.

Results
charge: +2
DFT total energy: -99018.9437 eV
largest force on an atom: 1.4 eV/Å
HOMO energy: -14.50 eV
LUMO energy: -8.92 eV